[1]
Entry from OMol25: one molecule with the formula C4H12N2 at a distorted geometry (the ωB97M-V functional and the def2-TZVPD basis).

Summary:
- total charge = 0
- orbital gap (eV) = 9.486
- SMILES string = CC(C)NCN
- relative energy (zero: lowest compared OMol25 entry of this formula, charge and spin) (kJ/mol) = 142.29

Each line ends with the natural charge from an NBO analysis.
Atoms and positions in Å:
C (-1.1372, -0.2060, 1.1714)  -0.621
C (0.2234, -0.8487, 0.7399)  -0.031
C (1.3611, -0.3294, 1.5766)  -0.604
N (0.4911, -0.4195, -0.6363)  -0.701
C (-0.3459, 0.0470, -1.8020)  -0.051
N (-0.5400, 1.4484, -2.1337)  -0.850
H (-1.2555, -0.3067, 2.2438)  0.216
H (-0.9110, 0.8571, 1.0035)  0.203
H (-1.9636, -0.5220, 0.5282)  0.212
H (0.0822, -1.9179, 0.6937)  0.176
H (2.2755, -0.7187, 1.1630)  0.210
H (1.3644, 0.7745, 1.5841)  0.212
H (1.2609, -0.5917, 2.6467)  0.204
H (1.3388, -0.7527, -1.0738)  0.363
H (0.0245, -0.3158, -2.7657)  0.191
H (-1.3488, -0.2694, -1.4485)  0.174
H (0.2391, 2.0859, -1.9749)  0.353
H (-1.1588, 1.9855, -1.5158)  0.346

=====

[2]
Entry from OMol25: one molecule with the formula C18H28N2O2 (the ωB97M-V functional and the def2-TZVPD basis).

Summary:
- total charge = 0
- orbital gap (eV) = 9.914
- SMILES string = C=CCN(CC=C)C(=O)CCCCC(=O)N(CC=C)CC=C
- relative energy (zero: lowest compared OMol25 entry of this formula, charge and spin) (kJ/mol) = 410.45

Each line ends with the natural charge from an NBO analysis.
Atoms and positions in Å:
C (3.6370, 0.2347, -2.6154)  -0.396
C (2.8215, 0.2748, -1.5788)  -0.203
C (3.2902, 0.1681, -0.1493)  -0.271
N (2.2077, 0.0559, 0.8044)  -0.438
C (1.9612, 1.2048, 1.6569)  -0.267
C (1.8655, 2.4779, 0.8772)  -0.192
C (2.3583, 3.6334, 1.2824)  -0.389
C (1.4490, -1.0541, 0.9645)  0.716
O (0.5831, -1.1097, 1.8244)  -0.673
C (1.7900, -2.2139, 0.0501)  -0.519
C (0.7795, -3.3579, 0.1182)  -0.389
C (-0.4668, -3.1261, -0.7379)  -0.394
C (-1.4179, -2.0840, -0.1504)  -0.519
C (-1.0723, -0.6684, -0.5695)  0.726
O (-0.3624, -0.4298, -1.5349)  -0.677
N (-1.6444, 0.3329, 0.1435)  -0.446
C (-2.3760, 0.1443, 1.3741)  -0.267
C (-3.7846, -0.3553, 1.2188)  -0.185
C (-4.4344, -0.4810, 0.0776)  -0.407
C (-1.4854, 1.7023, -0.3201)  -0.266
C (-2.7893, 2.2998, -0.7621)  -0.186
C (-3.0406, 2.6670, -2.0041)  -0.379
H (3.2740, 0.3222, -3.6242)  0.204
H (4.7028, 0.1147, -2.4991)  0.185
H (1.7547, 0.3832, -1.7167)  0.239
H (3.9767, -0.6809, -0.0437)  0.212
H (3.8523, 1.0716, 0.1082)  0.231
H (2.7475, 1.2839, 2.4192)  0.194
H (1.0134, 1.0024, 2.1694)  0.254
H (1.3507, 2.3999, -0.0695)  0.206
H (2.2512, 4.5330, 0.7013)  0.203
H (2.8804, 3.7306, 2.2208)  0.190
H (1.8652, -1.8543, -0.9759)  0.249
H (2.7756, -2.5817, 0.3536)  0.227
H (1.2706, -4.2691, -0.2320)  0.206
H (0.4847, -3.5116, 1.1586)  0.215
H (-0.1696, -2.8099, -1.7400)  0.223
H (-1.0011, -4.0749, -0.8256)  0.206
H (-2.4362, -2.2692, -0.5026)  0.240
H (-1.4184, -2.1715, 0.9334)  0.239
H (-1.8146, -0.5326, 2.0284)  0.242
H (-2.4111, 1.1115, 1.8897)  0.215
H (-4.2633, -0.6061, 2.1566)  0.202
H (-5.4494, -0.8376, 0.0394)  0.204
H (-3.9801, -0.2283, -0.8664)  0.204
H (-1.0569, 2.3074, 0.4898)  0.198
H (-0.7887, 1.6735, -1.1605)  0.243
H (-3.5435, 2.4073, 0.0064)  0.198
H (-3.9876, 3.0902, -2.2942)  0.199
H (-2.3049, 2.5593, -2.7841)  0.195

=====

[3]
Entry from OMol25: a 2-piece molecular cluster, C4H7NO3S overall at a distorted geometry (the ωB97M-V functional and the def2-TZVPD basis).

Summary:
- total charge = 0
- multiplicity = 3
- orbital gap (alpha / beta) (eV) = 6.522 / 8.586
- relative energy (zero: lowest compared OMol25 entry of this formula, charge and spin) (kJ/mol) = 0.00
- <S²> = 2.01

Each line ends with the Mulliken spin population.
Atoms and positions in Å:
C (-0.5152, 0.1379, 0.5817)  0.688
C (-0.2635, -2.0777, -2.9120)  -0.001
C (1.5199, 1.3452, 1.0908)  0.063
C (0.1848, 0.8565, 1.7052)  -0.018
N (-1.2468, 0.4714, -0.4753)  0.205
O (0.5399, -2.9041, -2.8969)  0.002
O (-1.0279, -2.1264, -0.5815)  0.381
O (-0.9547, -1.1652, -3.0794)  0.004
S (-0.2352, -1.5450, 0.5798)  0.644
H (2.0268, 0.5818, 0.6332)  -0.007
H (1.4540, 2.0101, 0.2457)  -0.001
H (2.0892, 1.7075, 1.8343)  -0.005
H (0.3220, -0.0060, 2.5063)  0.017
H (-0.3244, 1.8701, 2.0225)  0.018
H (-1.9522, 1.1294, -0.2439)  0.024
H (-1.6165, -0.2854, -1.0105)  -0.013

=====

[4]
Entry from OMol25: a 2-piece molecular cluster, CH3O4Si overall at a distorted geometry (the ωB97M-V functional and the def2-TZVPD basis).

Summary:
- total charge = -1
- orbital gap (eV) = 7.361
- relative energy (zero: lowest compared OMol25 entry of this formula, charge and spin) (kJ/mol) = 260.73

Each line ends with the natural charge from an NBO analysis.
Atoms and positions in Å:
C (1.3264, 0.0158, -0.4517)  0.290
O (2.0614, 1.0338, -0.3838)  -0.725
O (1.9881, -1.1607, 0.0373)  -0.811
O (-1.5808, 1.4269, -0.4018)  -1.130
O (-2.0720, -1.2997, -0.4128)  -1.253
Si (-1.4622, -0.0722, 0.1852)  1.945
H (-0.7150, 1.6389, -0.7337)  0.519
H (1.3327, -1.4714, 0.6879)  0.461
H (-0.8786, -0.1114, 1.4734)  -0.296

=====

Record order is preserved below.
Electronic energy: -269.06215, -962.60852, -835.16485, -630.43281 hartree